[1]
C30H38BClGeIN9OSeTi | the ωB97M-V functional and the def2-TZVPD basis

Summary:
* <S²>: 0.75
* energy relative to the best compared isomer or geometry (same formula, charge and spin): 1.0 kcal per mole
* net charge: +1
* LUMO (alpha / beta): -3.3 / -3.4 eV
* multiplicity: 2
* electronic energy: -213463.762 eV
* Kohn-Sham gap (alpha / beta): 7.336 / 7.341 eV
* largest force on an atom: 0.66 eV Å⁻¹

CARTESIAN COORDINATES (ANGSTROEM)
Ti1 0.38 0.12 -0.24
C1 2.98 -2.48 1.21
C2 2.58 -1.20 1.86
C3 2.85 -0.82 3.18
C4 2.34 0.45 3.32
N1 1.79 0.81 2.15
N2 1.91 -0.20 1.25
B1 1.24 2.24 1.82
N3 1.73 2.65 0.40
C5 2.19 3.85 0.03
C6 2.50 3.81 -1.32
C7 2.17 2.52 -1.73
C8 2.40 1.90 -3.07
N4 1.68 1.83 -0.69
N5 -0.29 2.22 1.80
C9 -1.23 2.59 2.69
C10 -2.47 2.29 2.16
C11 -2.22 1.71 0.92
C12 -3.22 1.17 -0.04
N6 -0.90 1.68 0.69
N7 1.86 3.19 2.83
C13 3.19 3.46 2.92
C14 3.40 4.13 4.10
C15 2.12 4.21 4.70
C16 1.75 4.82 6.01
N8 1.21 3.63 3.94
H1 3.99 -2.74 1.52
H2 2.32 -3.29 1.50
H3 2.97 -2.39 0.12
H4 3.38 -1.40 3.92
H5 2.35 1.12 4.16
H6 2.29 4.64 0.74
H7 2.92 4.60 -1.91
H8 2.48 2.67 -3.83
H9 3.33 1.34 -3.07
H10 1.59 1.23 -3.34
H11 -0.93 3.05 3.61
H12 -3.43 2.48 2.61
H13 -4.22 1.36 0.33
H14 -3.12 1.65 -1.02
H15 -3.09 0.09 -0.17
H16 3.88 3.17 2.15
H17 4.33 4.52 4.47
H18 2.34 5.71 6.21
H19 0.69 5.09 6.02
H20 1.93 4.12 6.83
Cl1 0.26 -6.80 0.35
C17 -0.01 -5.11 0.49
C18 -0.73 -4.62 1.55
C19 -0.99 -3.24 1.68
I1 -2.11 -2.52 3.28
C20 -0.54 -2.34 0.75
O1 -0.79 -1.05 0.78
C21 0.27 -2.84 -0.30
N9 0.80 -1.89 -1.11
C22 1.55 -2.27 -2.13
C23 1.81 -3.61 -2.40
C24 1.31 -4.59 -1.58
C25 0.52 -4.22 -0.48
H21 -1.11 -5.31 2.29
H22 1.95 -1.48 -2.75
H23 2.43 -3.87 -3.25
H24 1.53 -5.63 -1.75
C26 -3.82 -3.41 -4.41
Ge1 -3.39 -2.01 -3.11
C27 -3.20 -2.76 -1.31
C28 -4.70 -0.57 -3.14
C29 -1.59 -1.33 -3.63
Se1 -0.94 0.22 -2.67
C30 -1.88 1.69 -3.51
H25 -4.77 -3.87 -4.16
H26 -3.05 -4.18 -4.41
H27 -3.89 -3.00 -5.42
H28 -4.18 -2.96 -0.89
H29 -2.68 -2.07 -0.65
H30 -2.64 -3.70 -1.35
H31 -5.69 -0.97 -2.92
H32 -4.74 -0.09 -4.12
H33 -4.47 0.19 -2.39
H34 -1.52 -1.10 -4.69
H35 -0.85 -2.11 -3.42
H36 -2.96 1.57 -3.41
H37 -1.60 1.75 -4.56
H38 -1.56 2.59 -2.99


[2]
C30H38BCsN12S2 | the ωB97M-V functional and the def2-TZVPD basis

Summary:
* net charge: -2
* LUMO: 3.7 eV
* electronic energy: -72505.432 eV
* Kohn-Sham gap: 4.877 eV
* largest force on an atom: 1.45 eV Å⁻¹

CARTESIAN COORDINATES (ANGSTROEM)
Cs1 0.03 -0.71 -0.94
C1 3.71 -0.29 -1.42
N1 2.74 -0.03 -2.45
C2 2.71 1.35 -2.87
C3 2.02 2.31 -1.89
N2 0.57 2.26 -1.93
C4 0.02 3.10 -0.88
C5 -0.08 2.37 -3.18
C6 0.53 2.99 -4.26
C7 -0.01 2.96 -5.54
C8 -1.21 2.31 -5.74
C9 -1.88 1.77 -4.66
C10 -1.36 1.79 -3.36
S1 -2.32 1.14 -2.09
C11 2.69 -0.98 -3.50
C12 3.02 -0.61 -4.80
C13 2.75 -1.42 -5.89
C14 2.13 -2.65 -5.69
C15 1.91 -3.08 -4.40
C16 2.21 -2.30 -3.28
S2 1.99 -3.01 -1.73
H1 4.73 -0.04 -1.76
H2 3.49 0.29 -0.52
H3 3.68 -1.34 -1.15
H4 3.74 1.74 -3.04
H5 2.17 1.41 -3.82
H6 2.31 2.05 -0.87
H7 2.40 3.33 -2.09
H8 0.32 4.15 -1.01
H9 -1.07 3.04 -0.92
H10 0.36 2.74 0.09
H11 1.47 3.51 -4.11
H12 0.51 3.44 -6.36
H13 -1.63 2.24 -6.74
H14 -2.84 1.29 -4.82
H15 3.50 0.34 -4.98
H16 3.00 -1.08 -6.89
H17 1.83 -3.26 -6.53
H18 1.47 -4.05 -4.22
C17 1.11 -2.87 3.12
C18 2.04 -2.36 2.21
N3 2.21 -1.06 2.41
N4 1.42 -0.71 3.41
C19 0.73 -1.78 3.87
B1 1.27 0.73 3.92
N5 -0.14 1.23 3.55
C20 -1.20 1.32 4.38
C21 -2.28 1.76 3.65
C22 -1.77 1.92 2.36
N6 -0.49 1.60 2.33
N7 2.33 1.62 3.28
C23 3.34 2.22 3.94
C24 4.11 2.88 3.02
C25 3.48 2.62 1.80
N8 2.42 1.86 1.98
H19 0.75 -3.88 3.20
H20 2.58 -2.87 1.45
H21 0.05 -1.69 4.69
H22 1.37 0.77 5.12
H23 -1.12 1.05 5.42
H24 -3.28 1.95 4.00
H25 -2.27 2.26 1.47
H26 3.43 2.13 5.00
H27 5.00 3.47 3.20
H28 3.76 2.95 0.82
C26 -5.57 -1.13 2.31
C27 -5.33 -2.47 3.01
C28 -5.50 -3.62 2.03
C29 -3.93 -2.51 3.67
N9 -2.89 -2.63 2.70
C30 -2.19 -1.70 2.00
N10 -1.44 -2.33 1.13
N11 -1.66 -3.62 1.31
N12 -2.51 -3.83 2.23
H29 -6.57 -1.11 1.89
H30 -4.86 -1.00 1.50
H31 -5.46 -0.30 3.00
H32 -6.06 -2.58 3.82
H33 -4.84 -3.49 1.17
H34 -6.53 -3.66 1.66
H35 -5.26 -4.58 2.50
H36 -3.85 -3.38 4.32
H37 -3.76 -1.60 4.26
H38 -2.25 -0.64 2.14


Among the records above, which one has the lowest net charge?
C30H38BCsN12S2